Entry from the Open Molecules 2025 dataset: C52H32IrN5O2 as an isolated structure (ωB97M-V with the def2-TZVPD basis set).

Maximum force, eV/A: 0.587
Multiplicity: 5
HOMO-LUMO gap (spin up / spin down), eV: 4.96 / 4.80
Energy, Eh: -2529.41546

XYZ file:
```
92
Properties=species:S:1:pos:R:3:lowdin_charge:R:1
Ir -0.00863 0.13737 0.24890 1.546
O -1.23657 3.22800 1.10290 0.083
O 2.31286 0.90569 2.81813 0.085
N -0.70922 1.32526 -1.27674 -0.028
N 1.79245 0.07050 -0.64863 -0.068
N 0.49666 1.77817 1.65310 0.026
N 0.61847 -1.27984 1.59861 -0.030
N -1.87979 0.00007 0.99026 -0.064
C -3.04703 1.53749 -0.58833 -0.059
C 4.03153 -0.19847 -0.92719 0.005
C 2.00077 2.34900 -3.68501 -0.214
C 6.14601 -2.02220 2.88091 -0.071
C 2.20774 0.82411 -1.72974 -0.232
C -1.99239 1.78380 -1.43082 -0.231
C 6.18826 -3.43764 0.93975 -0.079
C 1.81901 3.28836 4.74699 -0.003
C 1.34788 4.44126 5.36992 -0.074
C -0.31931 2.88878 1.81978 -0.421
C 1.43051 1.72554 2.67851 -0.418
C 1.88745 -1.78351 1.72607 -0.234
C -2.99144 0.70155 0.56430 -0.237
C 1.93274 -2.69600 2.84645 0.022
C 0.12249 3.60391 3.06478 -0.094
C -2.07153 2.61074 -2.61106 0.026
C -3.22370 -3.37943 6.32433 -0.089
C -0.84199 2.64723 -3.15506 0.019
C -2.05997 -2.18813 4.09137 -0.225
C -0.12186 -1.81482 2.62582 -0.217
C -4.33162 2.24681 -0.84521 -0.219
C 2.43893 1.62696 -4.79243 -0.032
C 3.18315 3.65754 -5.84457 -0.088
C -2.64944 -3.44358 3.98984 -0.027
C -2.63890 -2.12482 6.43022 -0.075
C 6.78859 -2.97580 2.10332 -0.089
C -2.06055 -1.53046 5.31771 -0.023
C 2.92634 -0.56296 -0.16836 -0.228
C -3.22805 -4.03774 5.10282 -0.077
C 1.36438 1.65305 -2.53345 -0.046
C 0.70788 -2.71018 3.40015 0.025
C 0.02318 1.85060 -2.31310 -0.215
C 4.94984 -2.94519 0.55305 -0.033
C 4.29798 -1.99531 1.33447 -0.209
C -5.37699 1.62874 -1.52218 -0.029
C 2.16554 3.73115 -3.66691 -0.029
C 3.57793 0.67722 -1.91390 0.003
C -1.43839 -1.54333 2.89924 -0.052
C 2.75537 4.38211 -4.74145 -0.075
C 2.96800 -1.45325 0.94684 -0.051
C -0.35220 4.75024 3.66741 -0.003
C -3.60915 -0.41042 2.40618 0.007
C -2.27320 -0.68085 2.12483 -0.231
C 3.02260 2.27864 -5.86862 -0.076
C 4.90395 -1.53374 2.50052 -0.019
C -4.48344 3.55283 -0.38762 -0.014
C -6.71257 3.61570 -1.29169 -0.090
C 1.17940 2.89232 3.59082 -0.095
C -5.67168 4.23393 -0.61146 -0.072
C -4.06279 0.46478 1.41984 0.008
C -6.56362 2.31328 -1.74748 -0.079
C 0.27981 5.16093 4.83816 -0.074
H 4.16389 1.16969 -2.67180 0.114
H 6.61325 -1.65488 3.78586 0.104
H 7.75612 -3.35823 2.40248 0.100
H -2.65194 -3.95303 3.03359 0.124
H 2.80768 -3.24485 3.15204 0.119
H -7.63859 4.14851 -1.46649 0.100
H 0.36777 -3.27150 4.25511 0.119
H -7.37197 1.82819 -2.27962 0.102
H -0.06028 6.05405 5.34696 0.101
H 5.04312 -0.52683 -0.75765 0.114
H -1.60218 -0.55144 5.39393 0.126
H -1.18179 5.30117 3.24339 0.117
H 3.35159 1.70894 -6.72831 0.103
H -5.78451 5.24987 -0.25481 0.103
H -3.66008 4.02160 0.13938 0.119
H 1.83111 4.29210 -2.80222 0.126
H -5.25607 0.61080 -1.87306 0.123
H 1.81648 4.78864 6.28210 0.101
H -2.63144 -1.60759 7.38119 0.103
H 3.64078 4.16542 -6.68358 0.101
H -5.04630 0.89385 1.32140 0.116
H 4.47812 -3.30206 -0.35471 0.123
H 4.39310 -0.78430 3.09430 0.118
H -3.68229 -5.01629 5.01447 0.103
H 6.68465 -4.18373 0.33208 0.102
H 2.88167 5.45689 -4.71486 0.104
H -3.67455 -3.84305 7.19229 0.101
H 2.31346 0.55094 -4.80717 0.125
H -2.97128 3.08868 -2.96243 0.121
H -0.52547 3.15504 -4.05064 0.117
H -4.16609 -0.81280 3.23648 0.115
H 2.64958 2.72120 5.14718 0.117
```